No. 1
The following is a quantum chemistry calculation of 2 unconnected molecules or ions with the total composition C3H7NO at a distorted geometry, from OMol25.

Last columns: bonded neighbours and bond lengths (Å).
CARTESIAN COORDINATES (ANGSTROEM)
1 O 2.001 0.923 0.555  C5 1.209
2 N 0.105 1.954 -0.159  C5 1.352, H10 1.007, H12 1.003
3 C -0.868 -2.231 -0.932  C4 1.327, H7 1.079, H8 1.083
4 C -1.845 -1.885 -0.103  C3 1.327, H9 1.086, H11 1.083
5 C 0.820 1.154 0.663  O1 1.209, N2 1.352, H6 1.104
6 H 0.222 0.675 1.457  C5 1.104
7 H -1.003 -2.147 -1.999  C3 1.079
8 H 0.120 -2.537 -0.612  C3 1.083
9 H -1.652 -1.726 0.953  C4 1.086
10 H 0.533 2.273 -1.014  N2 1.007
11 H -2.892 -2.014 -0.346  C4 1.083
12 H -0.884 2.094 -0.068  N2 1.003

orbital gap = 10.90 eV
lowest unoccupied orbital energy = 0.921 eV
relative energy (zero: lowest compared OMol25 entry of this formula, charge and spin) = 39.11 kcal per mole
structure (SMILES) = NC=O.C=C
2S+1 = 1
maximum force = 1.171 eV/Å

***

No. 2
The following is a quantum chemistry calculation of 2 unconnected molecules or ions with the total composition C3H7NO at a distorted geometry, from OMol25.

Last columns: bonded neighbours and bond lengths (Å).
CARTESIAN COORDINATES (ANGSTROEM)
1 O -0.435 -1.469 -0.134  C4 1.247
2 N 1.238 0.478 0.698  C4 1.725, C5 1.394
3 C -1.842 1.139 -0.561  H6 1.142, H9 1.105, H10 1.120, H11 1.135
4 C 0.669 -0.893 -0.182  O1 1.247, N2 1.725, C5 1.666, H12 1.124
5 C 1.837 -0.745 0.997  N2 1.394, C4 1.666, H7 1.071, H8 1.124
6 H -1.562 0.890 -1.640  C3 1.142
7 H 1.669 -1.316 1.887  C5 1.071
8 H 2.880 -0.831 0.586  C5 1.124
9 H -1.836 0.288 0.143  C3 1.105
10 H -2.757 1.778 -0.456  C3 1.120
11 H -0.932 1.644 -0.109  C3 1.135
12 H 1.071 -0.961 -1.229  C4 1.124

orbital gap = 6.82 eV
lowest unoccupied orbital energy = -2.347 eV
relative energy (zero: lowest compared OMol25 entry of this formula, charge and spin) = 155.24 kcal per mole
2S+1 = 1
maximum force = 5.303 eV/Å

***

orbital gap of number 1 (C3H7NO)? 10.90 eV